1.
{"formula": "C37H23AlI2N7O3SSe", "method": "wB97M-V/def2-TZVPD", "orbital_gap_ev": 6.21, "homo_ha": -0.36457, "charge": 1, "species": ["C", "C", "C", "H", "H", "H", "C", "C", "C", "C", "H", "C", "H", "O", "C", "C", "H", "C", "C", "N", "S", "N", "H", "I", "C", "C", "C", "C", "H", "H", "C", "C", "C", "C", "H", "N", "C", "C", "H", "C", "H", "H", "Se", "H", "H", "H", "O", "H", "C", "C", "Al", "C", "I", "H", "N", "O", "H", "C", "C", "C", "C", "C", "H", "C", "H", "N", "C", "C", "C", "H", "H", "N", "N", "C", "C"], "coordinates": [[2.814, -0.464, -0.768], [-1.830, -0.810, -2.089], [-0.119, 3.398, -2.104], [-2.782, -3.170, 4.274], [3.421, 4.755, -0.965], [-3.416, -0.826, 5.057], [2.833, -0.189, 0.643], [-2.874, -0.429, 4.213], [2.759, 5.651, -3.360], [2.680, -1.172, -3.387], [-0.278, -3.439, 0.799], [-2.229, -2.719, 3.464], [-3.290, 1.604, 4.666], [-1.217, -1.381, -1.074], [-1.547, -3.492, 2.558], [1.633, -0.183, 2.579], [0.229, 4.756, -3.766], [3.982, -0.379, -1.549], [3.991, 0.224, 2.708], [1.656, -0.314, 1.264], [-0.542, 2.668, 0.735], [-0.799, -1.562, 1.390], [3.710, 5.181, -3.605], [-3.294, -3.392, -2.401], [-1.397, 0.528, -2.400], [0.426, 2.020, -1.884], [2.469, 4.335, -1.244], [-0.832, -2.868, 1.532], [-3.978, -1.317, -4.648], [1.383, 1.790, -2.357], [4.034, 0.098, 1.316], [-2.222, -1.315, 3.333], [3.893, -0.721, -2.902], [1.934, 4.722, -2.526], [2.690, 0.133, 4.411], [6.362, 0.172, -1.492], [-2.801, 0.921, 3.988], [1.778, 3.582, -0.375], [0.677, -0.293, 3.066], [-2.777, -1.413, -2.863], [2.097, 3.437, 0.644], [0.632, -1.616, -2.878], [7.582, 0.575, -0.302], [2.575, -1.472, -4.418], [-2.096, 2.523, 2.746], [2.248, 5.912, -4.282], [-1.826, 3.277, 0.514], [-2.105, 3.350, -1.334], [0.691, 4.348, -2.878], [5.231, 0.219, 0.529], [-0.063, -0.449, -0.106], [-3.311, -0.764, -4.005], [-3.716, 1.409, -6.044], [-1.845, 4.586, -2.550], [6.423, 0.513, 1.010], [0.206, 3.115, 1.873], [-1.549, -4.568, 2.627], [-2.113, 1.456, 2.892], [-1.622, 3.548, -2.305], [-2.135, 1.296, -3.384], [-2.218, 2.651, -3.315], [5.198, 0.015, -0.892], [4.771, -0.645, -3.526], [2.774, 0.069, 3.338], [-2.895, 3.128, -4.012], [1.639, -0.874, -1.260], [-1.458, 0.628, 2.000], [1.584, -1.243, -2.530], [0.501, 2.983, -0.734], [2.975, 6.565, -2.807], [4.900, 0.422, 3.256], [-0.747, 1.021, 0.886], [-0.357, 0.866, -1.686], [-1.498, -0.777, 2.237], [-2.979, 0.520, -4.278]], "lowdin_charge": [-0.109, -0.382, -0.240, 0.127, 0.118, 0.115, -0.113, -0.029, -0.043, 0.007, 0.133, 0.027, 0.116, -0.070, -0.016, -0.043, 0.129, -0.063, 0.048, 0.129, 0.732, 0.079, 0.086, 0.947, -0.095, -0.168, -0.023, -0.058, 0.085, 0.173, -0.064, -0.138, 0.048, -0.267, 0.122, -0.237, -0.041, -0.038, 0.122, -0.614, 0.107, 0.132, 1.193, 0.122, 0.099, 0.080, -0.276, 0.111, 0.031, -0.322, 0.077, -0.219, 0.943, 0.137, -0.235, -0.272, 0.114, -0.002, -0.075, -0.180, 0.029, -0.323, 0.129, 0.013, 0.062, 0.120, -0.243, -0.049, -0.261, 0.090, 0.129, -0.074, 0.108, -0.148, -0.642]}

2.
{"formula": "C37H23BrF4N4O6PPb", "method": "wB97M-V/def2-TZVPD", "orbital_gap_ev": 6.92, "homo_ha": -0.17231, "charge": -1, "species": ["Pb", "C", "C", "C", "F", "C", "O", "F", "C", "C", "C", "C", "N", "C", "O", "C", "O", "H", "C", "C", "O", "H", "C", "H", "Br", "H", "H", "H", "N", "C", "C", "H", "C", "C", "H", "P", "H", "C", "H", "O", "N", "F", "H", "F", "C", "H", "O", "C", "C", "H", "C", "C", "H", "H", "C", "N", "C", "H", "H", "C", "H", "C", "H", "C", "H", "H", "C", "C", "C", "C", "C", "C", "H", "C", "H", "C", "C"], "coordinates": [[-1.279, 0.461, 1.070], [2.000, 1.997, 0.288], [0.400, 3.147, -4.980], [0.648, 1.669, 3.545], [2.117, 1.922, -6.051], [1.783, -0.049, 2.537], [-1.547, 2.229, 2.794], [0.356, 4.022, -5.997], [0.516, 1.325, -2.817], [-2.146, -1.509, -4.098], [1.342, 1.199, -3.933], [-3.137, -1.505, 5.357], [-2.027, -0.999, 2.888], [3.441, 0.781, -1.191], [4.036, 1.518, 4.902], [1.330, -3.951, -3.001], [0.790, -1.027, 0.623], [-0.646, -3.729, -3.803], [-0.376, 2.402, -2.826], [1.781, -1.097, 1.429], [2.714, -1.879, 1.364], [2.946, 3.336, 1.649], [-3.482, -1.439, -4.033], [5.233, 2.724, 0.919], [-1.632, 2.656, -1.413], [1.679, 2.844, 4.986], [-5.214, -1.117, -2.744], [5.525, 1.151, -0.961], [-3.449, -0.554, 0.637], [2.918, 1.252, 4.182], [-4.162, -0.420, 1.892], [-4.968, -0.848, 4.449], [4.370, 2.285, 0.440], [2.157, -2.091, -1.730], [3.201, -3.935, -1.966], [0.603, 0.233, -1.252], [3.808, -0.407, 3.113], [3.094, 2.614, 0.861], [-1.603, -1.649, -5.020], [-5.219, -1.765, -0.166], [0.673, 0.664, 2.684], [2.229, 0.193, -4.007], [-5.082, -1.023, 1.851], [-1.320, 4.307, -3.865], [-3.334, -0.834, 3.067], [-1.149, -2.135, 5.906], [-0.706, 3.324, 4.543], [-1.323, -1.240, -2.877], [-3.917, -1.049, 4.315], [-3.568, -1.677, 6.334], [2.931, 0.199, 3.269], [-4.146, -1.239, -2.780], [1.448, -4.963, -3.359], [-1.064, -0.140, -2.890], [2.164, 1.039, -0.709], [-2.088, -1.550, -1.693], [-0.657, 2.489, 3.648], [3.589, 0.105, -2.018], [-1.574, -1.585, -0.823], [-0.007, -1.969, -2.777], [-4.091, -1.574, -4.917], [4.534, 1.392, -0.604], [3.861, 2.261, 5.494], [-1.788, -1.749, 5.128], [2.885, -1.695, -1.044], [-4.463, 0.627, 2.036], [2.316, -3.373, -2.222], [-3.425, -1.321, -1.633], [-4.106, -1.245, -0.293], [0.162, -3.256, -3.262], [1.755, 2.002, 4.311], [1.012, -1.367, -2.033], [-0.228, -1.586, 3.651], [-1.276, -1.458, 3.879], [1.005, 2.245, 0.633], [-0.444, 3.294, -3.884], [1.292, 2.082, -5.003]], "lowdin_charge": [1.368, -0.104, -0.131, -0.176, 0.109, -0.197, -0.174, 0.110, -0.283, -0.055, -0.195, -0.057, 0.011, -0.075, 0.069, -0.081, -0.277, 0.111, -0.557, -0.606, 0.059, 0.108, -0.099, 0.100, 0.813, 0.123, 0.099, 0.101, -0.123, -0.290, -0.203, 0.117, -0.083, -0.081, 0.102, 1.009, 0.130, -0.078, 0.102, -0.004, 0.037, 0.093, 0.120, 0.065, -0.258, 0.101, 0.016, -0.303, -0.009, 0.105, 0.073, -0.049, 0.096, 0.097, -0.313, 0.104, -0.653, 0.096, 0.096, -0.182, 0.096, -0.072, 0.110, -0.051, 0.084, 0.131, -0.069, -0.191, -0.518, -0.027, 0.059, -0.279, 0.109, -0.115, 0.076, -0.261, -0.129]}

3.
{"formula": "C37H23F8NORuS2Si", "method": "wB97M-V/def2-TZVPD", "orbital_gap_ev": [3.88, 6.41], "multiplicity": 5, "homo_ha": [0.01600, -0.07696], "charge": -2, "species": ["H", "C", "O", "H", "C", "F", "C", "C", "C", "C", "C", "C", "C", "C", "C", "H", "S", "H", "C", "H", "C", "C", "H", "C", "F", "H", "H", "N", "C", "C", "C", "H", "H", "C", "H", "Si", "Ru", "F", "C", "F", "H", "C", "F", "H", "C", "H", "H", "S", "C", "C", "C", "C", "C", "H", "F", "H", "C", "C", "H", "C", "H", "H", "C", "C", "C", "H", "F", "F", "C", "H", "C", "C", "H", "C"], "coordinates": [[4.914, 2.887, -2.516], [-2.167, -3.523, 2.056], [-0.645, 1.405, 0.063], [0.765, -2.368, -0.097], [-0.009, 2.969, 3.140], [-4.945, -3.250, -1.944], [0.393, -2.576, -3.493], [-3.839, -1.246, -2.560], [3.776, 1.116, -2.987], [-1.577, 1.327, 3.903], [-1.850, 2.105, 5.026], [0.982, -3.809, -3.687], [1.498, 2.665, -2.632], [-5.519, 0.147, -0.916], [-5.645, -1.218, -0.998], [0.228, 4.702, 4.383], [-2.472, 0.965, -3.487], [1.670, 0.445, 3.765], [-1.192, -3.079, 2.943], [5.505, -0.136, 1.958], [-0.972, -0.999, 1.691], [-2.546, -2.718, 0.991], [-2.629, -4.495, 2.195], [1.497, -4.543, -2.614], [-4.509, 2.129, -1.540], [-2.096, 0.382, 3.775], [1.813, -4.556, -0.483], [1.366, 1.346, -2.964], [2.731, 3.264, -2.448], [-1.198, 3.318, 5.205], [-0.316, -0.796, -1.971], [0.711, 3.320, 2.404], [-0.885, -3.708, 3.772], [2.492, 0.363, 0.479], [4.469, 0.102, -0.290], [-0.189, 0.705, 1.423], [-0.511, 0.997, -1.946], [-6.584, -1.861, -0.286], [-1.956, -1.468, 0.815], [-6.351, 0.838, -0.121], [1.046, -4.210, -4.693], [-3.670, 0.130, -2.505], [2.726, 5.516, -3.266], [4.647, 0.487, -3.146], [1.410, -4.005, -1.326], [4.086, 0.040, 3.983], [2.068, 0.456, -0.513], [-0.097, 3.385, -2.438], [3.933, 2.456, -2.650], [0.825, -2.778, -1.099], [3.861, 0.152, 0.604], [1.669, 0.460, 1.608], [0.302, -2.026, -2.186], [-1.407, 3.924, 6.079], [-3.079, -1.988, -3.368], [1.957, -5.510, -2.778], [-0.278, 3.752, 4.255], [-0.649, 1.736, 2.941], [-0.003, -2.006, -4.324], [2.275, 0.347, 2.867], [2.372, -0.475, -3.398], [-2.246, -0.850, -0.025], [-4.552, 0.802, -1.664], [2.525, 0.559, -3.122], [2.888, 4.702, -2.165], [0.169, -1.507, 3.447], [2.060, 5.221, -1.237], [4.153, 4.984, -1.726], [-0.604, -1.833, 2.756], [-2.574, 1.765, 5.758], [-4.806, -1.917, -1.830], [3.641, 0.127, 2.998], [-3.294, -3.069, 0.293], [4.437, 0.029, 1.862]], "lowdin_charge": [0.077, -0.106, -0.462, 0.097, -0.084, 0.091, -0.073, -0.266, -0.167, -0.091, -0.109, -0.123, -0.730, -0.151, -0.166, 0.093, 0.551, 0.094, -0.106, 0.088, -0.225, -0.074, 0.090, -0.135, 0.086, 0.094, 0.091, -0.155, -0.186, -0.121, -0.157, 0.114, 0.089, -0.064, 0.091, 0.443, 0.968, 0.097, -0.086, 0.098, 0.088, -0.561, 0.070, 0.086, -0.114, 0.087, 0.074, 0.509, -0.078, -0.052, -0.076, -0.207, -0.330, 0.086, 0.078, 0.076, -0.101, -0.211, 0.110, -0.113, 0.075, 0.076, -0.251, -0.179, -0.587, 0.093, 0.084, 0.071, -0.105, 0.089, -0.170, -0.112, 0.090, -0.111]}

It is found that the relative energy (zero: lowest compared OMol25 entry of this formula, charge and spin) values, taken in the order of the records, are 460.2, 126.8, 115.1 kJ/mol.